C5H7Br2Cl9 | the ωB97M-V functional and the def2-TZVPD basis

## Properties
Lowest unoccupied orbital energy, eV: 0.2
Maximum force, eV/A: 1.538
SMILES string: ClC(Cl)Cl.ClC(Cl)Cl.ClC(Cl)Cl.BrCCBr

```
23
Properties=species:S:1:pos:R:3:forces:R:3
Cl 3.62061 0.64192 4.38263 0.0 0.7 1.2
C 2.60300 1.22358 5.78963 -0.5 -0.3 -1.3
Cl 1.04651 0.39996 5.49817 -0.1 0.5 0.4
Cl 2.43134 3.01819 5.80556 0.2 -1.3 0.1
H 2.95699 0.83212 6.74333 0.4 0.4 -0.3
Cl 2.94282 -2.40897 -4.86697 -0.4 0.7 -0.2
C 1.86756 -1.37145 -5.90583 0.1 -1.0 0.7
Cl 0.84257 -2.48919 -6.81821 -0.1 0.3 0.0
Cl 2.81167 -0.36031 -6.94179 0.3 0.3 -0.4
H 1.25338 -0.73361 -5.27019 0.1 -0.3 0.0
Cl -4.55092 0.36659 1.41028 0.1 0.4 -0.5
C -5.57394 0.82263 0.03329 0.0 0.2 0.0
Cl -5.99125 2.59597 0.09048 -0.2 -1.3 0.2
Cl -6.89688 -0.37609 0.01794 -0.1 0.9 -0.2
H -5.07724 0.73521 -0.93301 0.2 -0.2 0.5
Br -0.71666 -2.04481 -0.44344 0.6 0.3 0.1
C 0.91658 -1.10963 0.13184 -0.2 0.7 -0.2
C 0.67779 0.39234 0.35649 0.4 -0.7 -0.4
Br 0.37629 1.34309 -1.40330 0.1 -0.6 1.4
H 1.71678 -1.23207 -0.59809 -0.4 -0.2 -0.2
H 1.25053 -1.59823 1.04718 -0.3 0.2 0.1
H 1.59984 0.78931 0.78114 0.0 0.2 -0.3
H -0.10739 0.56356 1.09288 -0.3 0.2 -0.6
```
Forces are in eV/Å.